{
  "formula": "C4H14N2O2",
  "method": "ωB97M-V/def2-TZVPD",
  "elements": ["O", "O", "N", "N", "C", "C", "C", "C", "H", "H", "H", "H", "H", "H", "H", "H", "H", "H", "H", "H", "H", "H"],
  "coordinates": [[-2.89937, 4.90561, 2.34734], [-5.28858, -2.36193, 3.90144], [2.79575, 1.22976, -2.05592], [0.24339, -1.85545, 0.22398], [2.69624, 0.34551, -0.88653], [0.67672, -1.17654, -0.90701], [2.17448, -1.07735, -1.11131], [-0.18540, -0.61376, -1.77318], [1.85432, 1.28838, -2.40518], [-0.70872, -2.14723, 0.23364], [-5.14302, -3.26559, 3.64425], [0.94044, -2.44674, 0.64052], [-1.25027, -0.47257, -1.71995], [3.44168, 0.78683, -2.70808], [3.67972, 0.33114, -0.39740], [2.55535, -1.67870, -0.27112], [2.53017, -1.54316, -2.02569], [-2.59063, 5.29939, 3.17301], [-2.71531, 5.56809, 1.66350], [-5.20705, -1.80654, 3.14424], [2.12305, 0.81823, -0.08543], [0.27706, -0.12740, -2.62512]],
  "atomic_forces_ev_per_a": [[0.105, 0.309, -0.131], [-0.238, 0.011, 1.299], [0.076, -0.602, 1.046], [1.113, 0.588, -0.102], [0.971, 0.471, 0.533], [-1.299, 0.023, -1.023], [-0.356, -0.353, 1.692], [1.114, 0.535, -0.473], [-0.022, 0.172, -0.795], [-0.281, -0.285, 0.130], [0.104, -0.360, -0.384], [-0.366, -0.250, 0.188], [-0.210, -0.422, 0.430], [-0.553, 0.267, -0.199], [0.129, -0.357, -0.455], [0.436, 0.009, -0.337], [-0.110, 0.130, -0.208], [-0.050, -0.049, -0.196], [-0.057, -0.263, 0.326], [0.132, 0.350, -0.913], [-0.480, 0.095, -0.362], [-0.159, -0.020, -0.067]],
  "e_lumo_ha": 0.027,
  "homo_lumo_gap_ha": 0.325,
  "energy_ev": -11449.254,
  "relative_energy_kcal_mol": 33.11,
  "fmax_ev_per_a": 1.765,
  "smiles": "C=C(N)CCN.O.O"
}

{
  "formula": "C6H8O6Sc",
  "method": "ωB97M-V/def2-TZVPD",
  "elements": ["Sc", "O", "O", "O", "O", "O", "O", "C", "C", "C", "C", "C", "C", "H", "H", "H", "H", "H", "H", "H", "H"],
  "coordinates": [[0.71512, -0.97437, -1.16246], [1.35532, 0.20805, 2.18939], [-1.37057, -0.58899, -1.27744], [-0.44951, -2.52836, -1.54675], [-2.70904, -2.42987, -1.33218], [1.04127, 2.30427, 1.55966], [0.47225, 0.66092, 0.14445], [-2.12998, 0.20712, -0.35957], [1.22183, 1.04726, 1.16358], [1.24346, 0.93392, 3.42829], [1.28139, 2.39470, 2.97403], [-1.59113, -1.98580, -1.39795], [-1.22470, 1.31576, 0.09390], [0.48517, 3.00471, 3.41135], [-1.44143, 1.68233, 1.10051], [2.25588, 2.86834, 3.13797], [2.08319, 0.65711, 4.07250], [-2.45917, -0.40670, 0.48919], [-3.01129, 0.59715, -0.88761], [-1.08528, 2.11081, -0.64471], [0.29579, 0.65647, 3.90598]],
  "atomic_forces_ev_per_a": [[-0.390, -0.375, -0.203], [0.423, -0.313, -1.727], [1.695, 0.812, -0.265], [2.290, 0.424, 0.073], [2.412, 1.051, -0.035], [0.532, -0.913, -1.609], [-0.371, -0.079, -0.391], [-0.154, -0.206, 0.793], [-2.552, 0.544, 2.411], [0.197, 0.414, 0.979], [0.507, 0.306, 0.968], [-5.104, -1.967, 0.198], [-0.312, 0.710, -0.447], [0.227, -0.093, -0.193], [0.378, -0.117, -0.216], [-0.276, -0.060, -0.096], [-0.239, 0.049, -0.166], [0.028, -0.025, -0.371], [0.194, 0.121, 0.195], [0.270, -0.203, 0.324], [0.245, -0.079, -0.221]],
  "e_lumo_ha": [-0.384, -0.361],
  "charge": 2,
  "homo_lumo_gap_ha": [0.185, 0.318],
  "energy_ev": -39317.438,
  "relative_energy_kcal_mol": 0.00,
  "fmax_ev_per_a": 5.473,
  "spin_multiplicity": 2
}

{
  "formula": "C19H25KN6O5",
  "method": "ωB97M-V/def2-TZVPD",
  "elements": ["K", "O", "O", "O", "O", "O", "N", "N", "N", "N", "N", "N", "C", "C", "C", "C", "C", "C", "C", "C", "C", "C", "C", "C", "C", "C", "C", "C", "C", "C", "C", "H", "H", "H", "H", "H", "H", "H", "H", "H", "H", "H", "H", "H", "H", "H", "H", "H", "H", "H", "H", "H", "H", "H", "H", "H"],
  "coordinates": [[1.57914, 0.02693, 0.46463], [2.90096, 4.15916, 0.42744], [1.78099, -1.29146, -1.46445], [2.30574, -1.19398, -3.65692], [4.02005, 0.41905, 2.05256], [2.06605, 2.23021, 1.24364], [0.80049, -2.82383, 3.38665], [-3.09179, 5.89919, -5.58787], [3.49254, 0.99754, -0.95013], [0.49885, -1.76342, 2.56949], [-1.29813, -2.65435, 3.35550], [-0.27076, -3.37405, 3.82494], [4.74994, 1.08160, -0.20999], [2.77519, 2.28426, -1.05779], [-1.24844, 2.05237, -3.26702], [2.56692, 2.97979, 0.32957], [4.82383, 0.06989, 0.93321], [-1.53602, 2.18280, -1.84574], [-3.34124, -3.70439, 2.42705], [-2.61120, -4.98415, 2.05461], [-0.80943, -1.69274, 2.57612], [2.40224, -0.84832, -2.47207], [3.52735, 0.20272, -2.18650], [-2.55880, 4.35844, -2.44102], [-2.74005, 5.12713, -4.79658], [-4.80722, -3.96239, 2.74630], [-1.23722, 1.21622, -0.93014], [-2.18423, 3.43995, -1.50762], [-2.31793, 4.17430, -3.82226], [-1.62838, 2.99080, -4.17773], [-2.69315, -3.01429, 3.61609], [-2.38319, 3.64713, -0.46054], [3.59717, 0.85075, -3.07015], [-0.71341, 1.17307, -3.60957], [5.85924, -0.02260, 1.28049], [-3.21951, -2.09950, 3.89058], [5.60682, 0.92383, -0.88285], [3.30327, 2.99352, -1.70894], [1.78398, 2.09264, -1.50362], [4.86590, 2.08558, 0.20974], [-1.56056, -4.81511, 1.81889], [3.34414, 1.09544, 1.81031], [-5.31330, -4.43253, 1.90171], [4.52193, -0.91162, 0.54057], [-5.34774, -3.04337, 2.98157], [4.44259, -0.39900, -2.17293], [-4.91173, -4.63711, 3.60224], [-1.38163, 2.81220, -5.22044], [-0.80635, 0.26346, -1.22128], [-3.05266, 5.26641, -2.10680], [-3.07132, -5.44972, 1.18189], [-2.65020, -5.70350, 2.87903], [-1.48020, 1.36162, 0.11921], [-3.29208, -3.01368, 1.57830], [-1.39124, -0.96192, 2.03421], [-2.66619, -3.66099, 4.49442]],
  "atomic_forces_ev_per_a": [[-1.155, -0.721, 0.824], [0.010, 0.126, 0.011], [0.159, -0.371, -0.954], [0.011, 0.024, -0.026], [0.027, -0.154, -0.089], [0.671, 0.930, -0.023], [-0.211, 0.270, -0.611], [-0.024, 0.039, -0.036], [-0.051, 0.233, -0.031], [-0.007, -0.592, 0.634], [-0.614, -0.255, -0.039], [0.161, 0.239, 0.287], [-0.054, -0.038, -0.184], [0.119, -0.163, -0.054], [-0.042, 0.001, 0.228], [-0.172, -0.538, 0.028], [-0.195, 0.193, -0.081], [-0.147, 0.269, -0.421], [-0.128, 0.116, -0.101], [0.048, -0.220, 0.007], [0.373, 0.438, -0.294], [0.068, -0.029, 0.427], [0.198, 0.289, -0.011], [-0.057, 0.122, 0.093], [0.199, -0.426, 0.449], [-0.196, -0.129, 0.019], [-0.041, -0.244, 0.279], [0.058, -0.171, 0.112], [-0.147, 0.306, -0.285], [0.111, -0.182, -0.240], [0.582, 0.118, 0.133], [0.009, -0.031, -0.001], [0.000, 0.025, 0.014], [0.000, -0.013, 0.053], [0.009, 0.053, 0.030], [-0.059, -0.008, -0.066], [0.015, -0.028, 0.030], [-0.002, -0.022, -0.038], [0.203, 0.044, 0.119], [-0.025, -0.004, -0.001], [-0.019, 0.073, 0.006], [0.262, 0.210, -0.036], [0.040, 0.015, -0.013], [-0.007, -0.012, 0.021], [0.061, 0.033, -0.011], [-0.001, 0.024, 0.008], [0.058, 0.015, -0.011], [-0.048, 0.084, -0.006], [0.049, 0.079, -0.106], [0.005, 0.003, -0.052], [-0.024, 0.028, 0.006], [-0.011, 0.029, -0.008], [0.036, 0.065, 0.005], [0.011, -0.009, 0.008], [-0.061, -0.068, 0.045], [-0.055, -0.063, -0.047]],
  "e_lumo_ha": 0.127,
  "charge": -2,
  "homo_lumo_gap_ha": 0.142,
  "energy_ev": -55612.741,
  "relative_energy_kcal_mol": 28.80,
  "fmax_ev_per_a": 1.591
}

{
  "formula": "C41H48AsN4PPdS2Si2",
  "method": "ωB97M-V/def2-TZVPD",
  "elements": ["Pd", "As", "S", "S", "P", "Si", "Si", "N", "N", "N", "N", "C", "C", "C", "C", "C", "C", "C", "C", "C", "C", "C", "C", "C", "C", "C", "C", "C", "C", "C", "C", "C", "C", "C", "C", "C", "C", "C", "C", "C", "C", "C", "C", "C", "C", "C", "C", "C", "C", "C", "C", "C", "H", "H", "H", "H", "H", "H", "H", "H", "H", "H", "H", "H", "H", "H", "H", "H", "H", "H", "H", "H", "H", "H", "H", "H", "H", "H", "H", "H", "H", "H", "H", "H", "H", "H", "H", "H", "H", "H", "H", "H", "H", "H", "H", "H", "H", "H", "H", "H"],
  "coordinates": [[0.00890, -0.11487, 0.41357], [-0.53983, 1.35560, 2.58131], [3.50319, 0.63416, -4.66315], [2.54042, 1.90115, -2.14936], [0.82947, -2.47073, -0.48493], [-1.75167, 1.10483, 4.64403], [-0.38884, 3.68952, 2.03386], [2.61355, 3.01809, -4.57720], [-1.59807, -1.35963, 1.36086], [-1.66920, 0.95721, -0.55962], [-3.46785, -0.17921, 0.48747], [-1.93529, -3.43298, 2.51380], [-2.37041, -1.37360, -2.73252], [0.99426, -5.05598, 0.41238], [0.92040, -6.43296, 0.30465], [0.10680, 4.64996, 3.56192], [-3.36486, 2.01471, 4.33874], [-2.90486, -1.27401, 1.12458], [2.09628, -0.09262, 0.72870], [2.65297, 0.93477, 1.45692], [0.08590, -6.21182, -1.94398], [4.84659, 0.57201, 0.53284], [-1.13572, -2.41350, 2.06284], [-3.48245, 2.58815, -1.87292], [-0.70085, 1.87612, 5.98312], [4.73344, -2.46088, -1.62418], [4.01748, 1.28078, 1.34935], [0.37478, -0.87412, -2.73072], [-3.30105, -3.36221, 2.23932], [0.61588, -4.24928, -0.66190], [-0.19264, -1.69607, -1.75145], [2.83462, 2.86174, -6.00625], [-3.79085, -2.27684, 1.55530], [-2.11530, 2.73534, -2.09730], [0.46408, -7.00967, -0.87365], [5.19860, -1.34114, -0.98639], [2.54093, -2.05353, -0.73312], [-3.91882, 1.61397, -1.00532], [3.71665, 1.62122, -6.17902], [-0.43432, -0.30767, -3.70338], [3.39228, -2.84071, -1.47658], [4.35301, -0.54405, -0.18228], [-1.25472, 1.90080, -1.42663], [2.83480, 1.98002, -3.77655], [-2.12377, 4.15540, 1.47241], [-2.04320, -0.71441, 4.95883], [0.15435, -4.83173, -1.84381], [2.98397, -0.88743, -0.06264], [0.87829, 3.87898, 0.66612], [-1.79923, -0.55100, -3.70282], [-2.97401, 0.80009, -0.36288], [-1.57564, -1.94022, -1.75736], [1.44040, -0.67601, -2.72442], [-4.19806, 3.22528, -2.37393], [4.76667, 1.88385, -6.28531], [-2.76128, 4.39989, 2.32209], [-0.18072, 1.97272, -1.57431], [-0.07348, -2.39531, 2.26852], [1.84438, 4.18309, 1.07250], [2.04546, 1.53353, 2.12520], [-4.97404, 1.46860, -0.81611], [-0.40798, 2.90109, 5.76045], [-4.84628, -2.18901, 1.33472], [-2.01323, -2.59392, -1.01011], [0.01173, 0.32008, -4.46404], [1.22040, -7.05709, 1.13494], [1.36389, -4.60610, 1.32747], [-4.47414, -0.20972, 0.49150], [1.04953, 2.97256, 0.08730], [3.33236, 3.74741, -6.39941], [-2.62624, -0.82138, 5.87662], [4.39869, 2.11638, 1.92176], [0.40805, -8.08624, -0.95978], [0.20309, 1.29261, 6.16068], [-2.61460, 3.36764, 0.90108], [0.55583, 4.65541, -0.03048], [-3.81268, 1.74694, 3.38060], [-1.72674, 3.47953, -2.77610], [-3.97266, -4.14402, 2.56725], [3.03370, -3.74821, -1.94697], [-1.50966, -4.25254, 3.07289], [-0.67859, 4.67675, 4.31733], [0.29862, 5.68225, 3.25564], [6.24042, -1.05965, -1.07633], [-0.25819, -6.66538, -2.86344], [1.87937, 2.74582, -6.52505], [2.22574, 3.86132, -4.18431], [-1.27194, 1.89039, 6.91487], [-2.61216, -1.18593, 4.15512], [1.02144, 4.27244, 4.01936], [-3.23676, 3.09694, 4.36313], [-4.07653, 1.74936, 5.12429], [-3.43335, -1.57619, -2.75195], [-2.06912, 5.03962, 0.83357], [-0.13390, -4.21689, -2.68595], [-1.11073, -1.26216, 5.09514], [5.39714, -3.06657, -2.22527], [3.41160, 1.03203, -7.03910], [-2.42612, -0.10855, -4.46604], [5.89226, 0.83557, 0.43941]],
  "atomic_forces_ev_per_a": [[-0.382, 0.163, 0.416], [0.055, 0.069, -0.046], [-0.046, 0.036, -0.074], [-0.103, 0.092, 0.102], [0.079, -0.063, -0.442], [0.010, 0.015, 0.042], [-0.072, 0.059, 0.022], [0.049, 0.027, 0.030], [0.015, -0.033, -0.153], [0.031, -0.014, 0.043], [0.034, -0.023, -0.021], [0.006, 0.032, 0.002], [0.014, -0.026, -0.045], [0.056, 0.012, 0.060], [-0.002, -0.029, 0.009], [-0.039, 0.000, -0.176], [0.133, -0.087, 0.060], [-0.030, -0.014, 0.163], [0.163, -0.098, 0.043], [-0.111, 0.027, -0.081], [-0.019, -0.010, -0.030], [-0.001, 0.051, 0.039], [-0.042, -0.058, 0.098], [0.048, -0.047, 0.037], [-0.112, -0.086, -0.073], [0.073, 0.023, 0.000], [0.088, 0.005, -0.014], [0.043, 0.066, 0.022], [0.036, 0.013, 0.001], [0.003, 0.091, 0.100], [0.083, -0.087, 0.054], [0.000, 0.038, -0.112], [0.067, 0.072, -0.011], [-0.021, 0.000, 0.014], [0.007, -0.022, 0.014], [-0.024, -0.019, -0.006], [-0.018, -0.050, 0.071], [0.102, -0.024, 0.013], [0.005, -0.013, -0.036], [0.071, 0.001, 0.014], [-0.105, -0.001, 0.011], [-0.073, -0.068, -0.009], [0.022, 0.122, -0.019], [0.037, -0.095, 0.022], [0.160, -0.017, 0.033], [-0.030, 0.139, -0.085], [-0.051, 0.041, 0.018], [0.023, 0.020, 0.000], [-0.073, -0.028, 0.111], [-0.062, -0.032, -0.001], [-0.024, 0.118, -0.070], [-0.018, -0.157, -0.107], [-0.034, -0.015, 0.001], [-0.016, 0.014, -0.010], [0.000, -0.010, 0.045], [-0.001, -0.019, 0.033], [-0.041, -0.007, -0.005], [-0.007, -0.020, -0.014], [0.011, -0.012, 0.026], [0.001, -0.008, -0.007], [-0.020, -0.003, -0.001], [-0.022, -0.010, -0.030], [-0.019, -0.001, -0.004], [0.032, -0.016, -0.064], [0.003, 0.005, 0.000], [0.006, -0.009, 0.009], [0.003, 0.002, -0.002], [-0.038, -0.004, 0.007], [-0.021, -0.034, 0.001], [-0.033, -0.021, -0.033], [-0.001, 0.014, 0.036], [0.003, 0.005, 0.002], [-0.001, -0.011, 0.002], [0.015, -0.017, -0.022], [0.018, -0.046, -0.048], [-0.015, 0.046, 0.007], [0.003, -0.029, -0.018], [0.003, 0.016, -0.010], [-0.003, -0.006, 0.000], [-0.011, 0.003, 0.003], [0.008, -0.011, 0.004], [-0.024, -0.032, -0.013], [0.000, 0.027, 0.012], [0.013, 0.003, 0.000], [-0.004, -0.005, -0.007], [0.017, -0.023, 0.034], [0.015, 0.013, 0.011], [-0.019, -0.012, 0.023], [0.004, 0.034, 0.008], [0.017, -0.037, -0.012], [0.039, 0.016, -0.005], [-0.007, 0.004, 0.030], [-0.012, -0.002, -0.001], [0.008, 0.043, 0.003], [-0.007, 0.029, -0.008], [0.036, 0.003, -0.017], [0.014, 0.001, 0.001], [0.027, 0.006, -0.019], [-0.007, -0.001, -0.007], [0.012, 0.007, 0.000]],
  "e_lumo_ha": [-0.168, -0.274],
  "charge": 2,
  "homo_lumo_gap_ha": [0.275, 0.186],
  "energy_ev": -160277.567,
  "relative_energy_kcal_mol": 13.47,
  "fmax_ev_per_a": 0.588,
  "spin_multiplicity": 5
}